Formula: C31H46B2GeN8O3RuSSe
Source: the OMol25 dataset
Level of theory: the ωB97M-V functional and the def2-TZVPD basis

Element x y z (Å)
Ru  1.259  0.820  -0.054
C  4.436  -0.471  -1.430
C  3.398  0.078  -2.348
C  3.395  0.158  -3.739
C  2.233  0.832  -4.066
N  1.578  1.127  -2.934
N  2.287  0.660  -1.881
B  0.385  2.112  -2.736
N  0.820  3.157  -1.636
C  0.619  4.474  -1.647
C  1.078  5.017  -0.459
C  1.539  3.943  0.280
C  2.161  3.983  1.632
N  1.364  2.804  -0.426
N  -0.846  1.371  -2.117
C  -2.120  1.254  -2.520
C  -2.899  0.924  -1.425
C  -2.016  0.863  -0.349
C  -2.321  0.697  1.101
N  -0.777  1.118  -0.779
N  0.107  2.772  -4.044
C  0.804  3.755  -4.684
C  0.373  3.801  -5.977
C  -0.601  2.776  -6.076
C  -1.377  2.365  -7.281
N  -0.742  2.155  -4.920
H  4.769  -1.457  -1.755
H  4.068  -0.537  -0.403
H  5.314  0.176  -1.422
H  4.147  -0.209  -4.417
H  1.834  1.132  -5.022
H  0.161  4.954  -2.495
H  1.083  6.056  -0.177
H  2.504  4.993  1.844
H  3.028  3.323  1.683
H  1.438  3.716  2.405
H  -2.368  1.434  -3.552
H  -3.967  0.793  -1.410
H  -2.972  1.506  1.436
H  -1.409  0.731  1.702
H  -2.849  -0.238  1.296
H  1.574  4.326  -4.190
H  0.687  4.485  -6.747
H  -1.516  3.207  -7.956
H  -2.354  1.976  -7.000
H  -0.849  1.584  -7.831
O  1.041  -1.247  0.099
S  1.458  -2.199  -1.066
C  2.450  -3.488  -0.254
C  1.757  -4.814  -0.559
C  0.265  -4.524  -0.431
C  0.033  -3.296  -1.303
H  2.404  -3.231  0.806
H  3.477  -3.417  -0.604
H  2.105  -5.597  0.111
H  1.987  -5.131  -1.578
H  0.028  -4.300  0.612
H  -0.356  -5.361  -0.749
H  -0.855  -2.697  -1.097
H  0.038  -3.551  -2.364
O  1.109  1.227  3.135
B  1.836  0.965  1.932
O  3.224  0.844  2.334
C  3.309  1.136  3.616
C  4.449  1.242  4.411
C  4.218  1.598  5.714
C  2.893  1.850  6.222
C  1.761  1.750  5.440
C  1.986  1.385  4.127
H  5.437  1.064  4.014
H  5.049  1.710  6.398
H  2.800  2.134  7.262
H  0.772  1.961  5.821
C  -4.988  -1.659  3.270
Ge  -4.617  -3.090  2.011
C  -4.548  -2.555  0.143
C  -5.572  -4.734  2.369
C  -2.637  -3.772  2.401
Se  -1.358  -2.432  2.378
C  -1.486  -1.810  4.205
H  -5.946  -1.213  2.996
H  -4.242  -0.863  3.256
H  -5.088  -2.047  4.283
H  -5.404  -1.919  -0.085
H  -4.602  -3.433  -0.499
H  -3.642  -1.997  -0.099
H  -6.634  -4.574  2.175
H  -5.460  -5.031  3.411
H  -5.226  -5.540  1.723
H  -2.462  -4.477  1.590
H  -2.707  -4.264  3.371
H  -2.503  -1.961  4.555
H  -1.227  -0.754  4.213
H  -0.786  -2.384  4.809

Cartesian forces, eV/Å:
-0.3 0.2 0.1
0.0 -0.1 0.0
0.0 0.1 0.0
0.0 0.0 0.0
0.0 0.0 0.0
0.1 0.1 0.0
0.0 -0.1 0.0
0.1 -0.1 0.0
0.0 0.0 0.0
0.0 0.0 0.0
0.0 0.0 0.0
0.0 0.0 0.0
0.0 0.0 0.0
0.0 0.0 0.0
0.0 0.1 0.0
0.0 0.0 0.0
0.0 0.0 0.0
0.0 0.0 0.0
0.0 0.0 0.0
0.0 -0.2 -0.2
-0.1 0.1 0.1
0.1 -0.1 -0.1
0.0 0.0 0.0
0.1 0.0 0.0
0.0 0.0 0.0
0.0 0.0 0.0
0.0 0.0 0.0
0.0 0.0 0.0
0.0 0.0 0.0
0.0 0.0 0.0
0.0 0.0 0.0
0.0 0.0 0.0
0.0 0.0 0.0
0.0 0.0 0.0
0.0 0.0 0.0
0.0 0.0 0.0
0.0 0.0 0.0
0.0 0.0 0.0
0.0 0.0 0.0
0.0 0.0 0.0
0.0 0.0 0.0
0.0 0.0 0.0
0.0 0.0 0.0
0.0 0.0 0.0
0.0 0.0 0.0
0.0 0.0 0.0
0.2 -0.1 0.2
-0.1 0.0 -0.1
0.0 0.0 0.0
0.0 0.0 0.0
0.0 0.0 0.0
0.0 0.0 0.0
0.0 0.0 0.0
0.0 0.0 0.0
0.0 0.0 0.0
0.0 0.0 0.0
0.0 0.0 0.0
0.0 0.0 0.0
0.0 0.0 0.0
0.0 0.0 0.0
-0.1 0.0 0.0
0.3 0.2 -0.1
-0.1 -0.1 0.0
0.1 0.0 0.0
0.0 0.0 0.0
0.0 0.0 0.0
0.0 0.0 0.0
0.0 0.0 0.0
-0.1 0.0 0.0
0.0 0.0 0.0
0.0 0.0 0.0
0.0 0.0 0.0
0.0 0.0 0.0
0.0 0.0 0.0
0.0 0.0 0.0
0.0 0.0 0.0
0.0 0.0 0.0
0.0 -0.1 0.1
-0.2 -0.1 0.0
0.0 0.0 0.0
0.0 0.0 0.0
0.0 0.0 0.0
0.0 0.0 0.0
0.0 0.0 0.0
0.0 0.0 0.0
0.0 0.0 0.0
0.0 0.0 0.0
0.0 0.0 0.0
0.0 0.0 0.0
0.0 0.0 0.0
0.0 0.0 0.0
0.0 0.0 0.0
0.0 0.0 0.0
0.0 0.0 0.0

Its net charge is +3. As for the multiplicity: 6. As for the expectation value of S²: 8.783. Its total energy is -6892.94079 Eh. Its energy above the lowest of the compared OMol25 structures with the same formula, charge and spin is 0.0 kJ/mol.

Formula: C28H34N2O6
Source: the OMol25 dataset
Level of theory: the ωB97M-V functional and the def2-TZVPD basis

Element x y z (Å)
O  2.303  2.869  -0.339
C  1.996  2.150  -1.279
N  2.927  1.619  -2.099
C  2.717  0.755  -3.234
H  3.420  1.062  -4.017
C  3.013  -0.690  -2.831
N  4.377  -0.787  -2.341
C  4.599  0.112  -1.223
C  4.301  1.552  -1.647
H  4.962  1.849  -2.465
H  4.421  2.234  -0.805
H  3.959  -0.133  -0.358
H  5.645  0.030  -0.918
C  4.784  -2.162  -2.065
C  3.974  -2.833  -0.982
C  2.795  -3.503  -1.291
C  2.002  -4.036  -0.290
C  2.377  -3.908  1.036
C  3.555  -3.256  1.355
C  4.347  -2.723  0.353
H  5.270  -2.222  0.609
H  3.859  -3.161  2.387
H  1.758  -4.323  1.818
H  1.088  -4.553  -0.547
H  2.501  -3.615  -2.325
H  4.690  -2.718  -3.002
H  5.840  -2.135  -1.784
H  2.271  -0.995  -2.074
H  2.913  -1.341  -3.702
H  1.701  0.845  -3.609
C  0.544  1.861  -1.518
C  -0.378  2.758  -1.169
C  -1.848  2.484  -1.243
C  -2.443  2.205  0.125
C  -1.644  2.056  1.247
C  -2.173  1.699  2.485
C  -3.529  1.502  2.549
C  -4.347  1.689  1.437
C  -3.829  2.045  0.218
H  -4.475  2.181  -0.634
O  -5.651  1.432  1.781
C  -5.630  1.089  3.149
O  -4.299  1.087  3.615
H  -6.068  0.088  3.285
H  -6.222  1.822  3.722
H  -1.545  1.564  3.350
H  -0.579  2.195  1.162
C  -2.069  1.284  -2.178
C  -1.082  0.173  -1.824
O  -1.343  -0.254  -0.529
C  -0.608  -1.392  -0.114
C  -0.936  -1.692  1.342
H  -0.351  -2.560  1.650
H  -0.640  -0.842  1.956
C  -2.424  -1.962  1.555
H  -2.982  -1.063  1.288
C  -2.726  -2.360  3.003
H  -3.796  -2.600  3.097
O  -2.352  -1.394  3.951
H  -2.890  -0.601  3.830
H  -2.152  -3.255  3.264
H  -2.752  -2.773  0.901
H  0.469  -1.207  -0.223
H  -0.873  -2.247  -0.758
O  0.255  0.599  -1.987
H  -1.169  -0.674  -2.532
H  -1.889  1.580  -3.214
H  -3.080  0.892  -2.085
H  -2.360  3.355  -1.668
H  -0.048  3.709  -0.785

Cartesian forces, eV/Å:
-0.1 0.0 0.1
0.0 0.2 0.1
0.2 0.0 -0.1
-0.3 -0.4 -0.3
-0.1 0.0 0.0
-0.1 0.2 -0.2
0.1 0.0 -0.1
0.0 0.3 -0.1
0.2 0.0 0.5
0.0 0.0 0.0
0.0 -0.1 -0.1
0.1 0.0 0.0
0.0 0.0 0.1
0.0 0.0 0.0
0.1 0.0 0.0
0.1 0.0 0.0
-0.1 0.0 0.0
0.0 0.0 0.1
0.0 0.0 0.1
0.0 -0.1 -0.1
0.1 0.1 0.0
0.0 0.0 0.1
-0.1 0.0 0.1
-0.1 -0.1 0.0
0.0 0.0 -0.1
0.1 0.0 0.1
0.0 -0.1 0.0
0.0 0.0 -0.1
0.0 0.0 0.0
0.1 0.0 0.0
-0.5 0.2 0.1
0.1 -0.1 -0.3
0.0 -0.2 -0.1
0.0 0.3 0.2
-0.1 0.2 -0.1
-0.4 -0.1 0.2
-0.2 0.2 -0.6
0.4 -0.1 0.4
-0.2 0.0 0.3
-0.1 0.0 -0.2
0.2 0.1 -0.5
-1.1 -0.3 0.7
0.6 0.0 0.0
0.2 0.2 -0.1
0.2 -0.1 -0.2
0.1 0.0 0.1
0.1 0.0 0.0
0.3 -0.1 0.2
-0.7 -0.4 -0.5
0.0 0.1 -0.1
0.4 -0.3 0.2
-0.3 0.1 -0.4
0.1 0.0 0.0
0.1 0.0 0.1
0.3 0.0 0.5
-0.1 0.0 0.0
-0.3 -0.2 -0.5
0.1 -0.1 0.0
0.2 0.4 0.3
-0.1 -0.1 0.0
-0.1 0.0 0.0
-0.1 0.0 -0.1
-0.1 0.0 0.0
0.0 0.0 0.0
0.3 0.2 0.2
0.0 0.2 0.2
0.0 0.0 0.0
0.0 0.0 -0.1
0.1 -0.1 0.0
0.2 0.0 0.1

Its net charge is 0. Its SMILES is O=C(C1=C[C@H](c2ccc3c(c2)OCO3)C[C@H](OCCCCO)O1)N1CCN(Cc2ccccc2)CC1. Its total energy is -1648.28916 Eh. Its energy above the lowest of the compared OMol25 structures with the same formula, charge and spin is 78.4 kJ/mol.